179
Properties=species:S:1:pos:R:3:forces:R:3 method="wB97M-V/def2-TZVPD" de_lowest_ev=0.0000 total_charge=+1 homo_ev=-9.66 molar_mass_g_mol=1501.19
Cs 0.245186 -0.721128 1.195199 0.5998 1.5008 -1.2308
Sb 1.879893 1.169834 4.014569 0.1895 0.1484 0.2218
As 2.887469 -7.491173 -0.812512 -0.0540 -0.0228 0.0065
S 1.554897 1.242262 -1.144484 0.1824 0.1895 -0.1583
S -1.682088 -2.984687 3.455979 -0.0553 -0.2787 0.2277
S -2.545697 1.861132 1.663608 -0.0294 -0.1317 -0.0499
S -1.590938 0.424436 -1.316023 -0.1181 -0.0769 -0.2072
P 0.611583 -3.452542 -0.933959 0.0149 -0.2212 -0.1999
O -0.501975 -2.160671 3.007631 -0.7825 -1.2833 1.5401
N -0.864708 3.206666 0.084976 0.0500 0.0639 0.1657
N -3.489519 3.594699 -1.589332 0.0050 0.1182 0.0307
N -0.013500 4.205884 -0.240041 0.0812 0.0811 -0.0420
N -0.825060 3.570135 -3.210903 -0.0507 0.0693 -0.0434
N -2.705144 2.541111 -1.520023 -0.1137 -0.1462 -0.0608
N -0.279379 2.726485 -2.323014 0.1398 0.0183 -0.1217
C 1.239802 3.549252 -4.363121 0.0218 -0.0473 0.0500
C -0.805367 -8.716072 1.917981 -0.0201 -0.0052 0.0182
C 2.415969 -8.328444 -3.593746 -0.0056 0.0084 0.0225
C 0.322300 -8.122348 2.465145 -0.0187 0.0188 0.0295
C -1.015419 -4.258364 -1.168653 -0.0162 -0.0322 0.0553
C -0.845533 -8.998011 0.558439 -0.0045 -0.0265 0.0144
C 1.368039 -8.072454 0.285723 0.0077 0.0238 -0.0161
C -6.846265 4.330096 -0.946572 0.0017 0.0011 -0.0039
C 1.704364 5.989634 -1.249552 -0.0269 -0.0095 0.0242
C -5.219509 2.026512 -2.068209 0.0531 -0.0291 0.0141
C -2.215620 4.347128 3.396477 -0.0040 0.0292 0.0189
C 0.795872 0.974059 5.927636 -0.0220 -0.0244 0.0321
C -4.390377 0.942148 -1.968354 0.0358 0.0974 0.0091
C 1.404306 -7.807597 1.651863 0.0212 0.0227 0.0013
C 3.971566 3.192078 5.429145 -0.0059 -0.0408 0.0154
C 2.750618 -10.109394 -2.023045 0.0213 -0.0025 0.0396
C -3.311655 -4.048941 -1.898791 -0.0283 0.0557 -0.0102
C -0.573968 5.288786 1.780809 -0.0173 -0.0851 0.0026
C -4.973778 5.838435 -1.618460 0.0032 -0.0146 0.0005
C -0.748122 4.940264 -5.197278 -0.0507 -0.0089 -0.0088
C 2.393385 -10.613455 -4.345101 -0.0059 -0.0092 -0.0265
C 0.233078 -8.675851 -0.251506 0.0182 -0.0212 -0.0719
C -1.542095 -4.526786 2.558699 -0.0859 0.0347 0.0278
C -6.256749 4.609622 -3.374237 -0.0179 0.0080 0.0069
C -1.543969 3.144606 1.262568 -0.0997 0.0397 0.0048
C 2.719447 -1.968452 -4.075451 0.0059 0.0094 -0.0071
C 1.799635 2.699990 -3.464773 -0.1001 0.0512 -0.0553
C -1.319104 -5.524272 -0.669093 0.0133 0.0594 -0.0116
C 3.209514 2.229052 -3.569405 0.0122 0.0094 -0.0115
C 4.041306 -0.359363 2.596247 0.0129 0.0401 -0.0260
C 0.463814 -0.497695 6.165446 0.0473 -0.0141 -0.0098
C 1.133781 -3.095702 -2.647049 -0.0279 -0.0224 -0.0137
C 0.590828 -3.719597 -3.768755 -0.0147 -0.0129 0.0087
C -5.699464 4.534236 -1.945895 0.0067 0.0348 0.0000
C 3.441688 -0.398637 4.004721 -0.0003 -0.0441 0.0040
C 0.987878 2.261364 -2.360323 -0.0080 0.0327 0.0152
C 3.011063 3.052153 4.251405 0.0142 0.0852 -0.0196
C -4.750345 3.352524 -1.859502 -0.0196 -0.0450 -0.0063
C 1.099298 -3.459977 -5.031621 -0.0084 -0.0275 -0.0323
C 3.800631 3.250265 2.955719 -0.0160 -0.0556 -0.0328
C -0.816801 4.253068 -6.567639 -0.0067 0.0085 0.0007
C 2.639752 -8.745623 -2.285682 0.0272 0.0581 -0.0443
C 1.960106 4.160218 4.349615 -0.0368 -0.0560 0.0132
C 2.192712 -2.205730 -2.814333 -0.0038 -0.0244 0.0005
C 0.149019 5.208733 0.556369 -0.0804 -0.0310 -0.0128
C 1.951353 -5.927813 -1.586444 0.0474 0.0173 0.0662
C 2.294304 -9.258800 -4.618427 -0.0098 -0.0047 -0.0260
C 1.721751 -4.868184 -0.515285 0.0656 -0.0083 0.0428
C -1.405518 4.285036 2.145621 0.1312 0.0966 -0.0571
C 2.189223 6.502201 1.145983 -0.0046 0.0153 0.0127
C 2.621717 -11.037902 -3.043103 0.0011 -0.0268 0.0096
C -0.105190 3.982884 -4.208454 0.0025 -0.0011 0.0214
C -2.158326 5.320287 -4.746592 0.0333 -0.0026 -0.0035
C 2.170058 -2.590592 -5.186272 0.0290 0.0149 -0.0229
C 0.105548 6.210521 -5.298387 0.0059 0.0112 0.0047
C 1.079092 6.322739 0.105019 0.0692 -0.0235 -0.0152
C -2.037194 -3.520425 -1.772783 0.0211 -0.0157 -0.0262
C -2.600775 -6.046587 -0.782389 -0.0332 -0.0377 -0.0140
C -0.521973 1.719423 5.698966 0.0038 -0.0009 -0.0300
C -3.599377 -5.314163 -1.402225 -0.0179 0.0103 -0.0028
C -3.060518 1.272786 -1.654087 -0.0591 0.0229 -0.0037
C 0.267319 7.618992 -0.016561 -0.0157 0.0048 0.0020
C 2.772901 -1.763575 4.185293 -0.0059 -0.0381 0.0052
C 4.560478 -0.262119 5.029966 0.0031 0.0364 0.0165
C -1.259029 -3.622165 5.079320 -0.0087 -0.0099 -0.0331
C -4.801447 -0.480370 -2.136319 -0.0128 -0.0442 -0.0023
C 1.487509 1.532900 7.165069 0.0344 0.0183 -0.0225
B -1.197150 2.376653 -1.159906 0.0096 -0.0303 0.0100
H 2.371024 6.800086 -1.549872 -0.0016 0.0046 0.0111
H -0.323988 -0.565569 6.925212 -0.0188 0.0017 0.0133
H 1.103334 6.004918 -5.688250 0.0112 -0.0007 0.0087
H 2.573397 -5.515489 -2.381611 0.0097 0.0049 -0.0099
H -7.442239 3.445913 -1.177736 -0.0012 -0.0096 0.0021
H -1.254025 4.931227 -7.302081 -0.0019 0.0014 -0.0044
H 0.666753 -3.947699 -5.895872 0.0004 0.0009 -0.0024
H 2.279540 5.064046 -1.201038 0.0051 -0.0154 -0.0001
H -1.435160 3.354899 -6.520443 0.0007 -0.0035 -0.0013
H -4.596458 -5.723357 -1.499261 -0.0017 -0.0008 -0.0042
H -1.156522 1.625173 6.587529 -0.0018 -0.0009 0.0154
H 2.332550 -7.275044 -3.830116 -0.0007 0.0089 -0.0015
H -6.809838 3.708451 -3.645208 -0.0004 -0.0036 -0.0060
H 0.938616 5.864579 -2.016535 0.0040 0.0061 -0.0034
H -4.088099 -3.474408 -2.387757 -0.0023 0.0109 -0.0021
H -1.074607 1.313719 4.846476 -0.0020 0.0072 0.0029
H -4.592279 -1.039956 -1.221875 0.0005 -0.0100 -0.0090
H -0.555754 -4.963937 2.715125 0.0262 0.0283 0.0191
H 2.703476 -12.094515 -2.823035 0.0014 0.0006 0.0012
H -1.716658 -9.478946 0.130456 0.0054 -0.0026 -0.0033
H -3.276346 4.424745 3.149132 0.0042 -0.0222 0.0049
H -0.366177 2.784342 5.520177 0.0067 0.0270 -0.0193
H 2.296520 -11.337933 -5.143051 0.0001 0.0018 -0.0002
H -0.565117 -6.113377 -0.166257 0.0670 -0.0782 -0.0200
H 4.732530 2.415710 5.453231 -0.0023 0.0210 -0.0123
H 4.661291 2.582238 2.902263 -0.0052 -0.0059 -0.0138
H -5.452784 4.750506 -4.098862 0.0072 0.0013 -0.0021
H 2.575085 -2.400140 -6.171698 0.0027 0.0047 0.0014
H 1.020825 -6.267228 -2.039330 -0.1137 -0.0288 -0.0025
H -6.267486 1.876283 -2.294683 -0.0049 -0.0113 -0.0036
H 1.863972 -1.884435 3.591180 0.0124 -0.0040 0.0329
H 2.611223 -1.691203 -1.956999 -0.0109 0.0160 0.0135
H -0.464809 6.160104 2.414574 0.0054 -0.0069 0.0080
H -2.103577 3.432041 3.973669 0.0147 -0.0205 0.0363
H 2.844221 7.323902 0.851693 0.0054 -0.0003 0.0017
H 4.180542 -0.171821 6.049596 0.0005 0.0024 0.0029
H -6.465006 4.229998 0.070994 0.0050 0.0019 0.0024
H 4.579109 0.565775 2.391277 -0.0060 0.0046 0.0089
H 0.106403 -0.987856 5.256892 0.0004 -0.0156 0.0048
H 2.456100 5.136792 4.310715 0.0126 0.0117 -0.0090
H -1.924780 5.206857 3.999341 -0.0014 -0.0032 -0.0072
H 1.822949 3.907240 -5.202039 0.0089 0.0012 -0.0034
H -2.799841 4.442166 -4.670805 -0.0128 -0.0147 0.0017
H 4.491579 4.153109 5.341489 -0.0006 0.0162 0.0021
H 2.791108 5.596530 1.228322 0.0190 -0.0241 0.0068
H 0.194586 -8.902976 -1.311554 -0.0116 0.0142 0.0255
H -7.513608 5.192013 -0.977217 -0.0069 0.0028 -0.0022
H 2.676417 -4.412902 -0.236073 -0.0039 -0.0002 0.0167
H 3.476419 -2.546101 3.876449 0.0092 0.0011 0.0032
H 3.559932 -1.296398 -4.188657 0.0027 0.0285 -0.0097
H 3.188291 3.094676 2.062273 0.0097 0.0023 -0.0030
H 0.173247 3.966563 -6.926371 0.0028 0.0007 -0.0063
H 4.750625 -1.185989 2.477833 0.0083 -0.0063 -0.0001
H 3.694806 2.648001 -4.449367 -0.0022 -0.0003 0.0001
H 2.512849 -1.956170 5.225853 0.0296 -0.0068 -0.0758
H -1.823833 -2.529792 -2.161992 0.0014 0.0058 -0.0114
H -0.372015 6.920187 -5.975327 0.0025 0.0016 -0.0089
H -0.568943 7.491563 -0.706869 -0.0007 0.0000 -0.0074
H 2.290512 -7.359563 2.088475 0.0064 -0.0032 0.0004
H 2.120589 -8.920952 -5.632217 0.0007 -0.0004 0.0015
H -1.692383 -4.300053 1.504787 -0.0052 0.0154 0.0212
H -1.643557 -8.978432 2.550884 -0.0042 -0.0010 0.0062
H -2.594578 6.011430 -5.469906 0.0088 -0.0022 -0.0079
H 1.407452 4.115464 5.289667 -0.0169 -0.0045 0.0097
H -2.811529 -7.032407 -0.386439 0.0205 0.0123 -0.0077
H -0.234643 -4.412607 -3.657169 0.0197 0.0084 -0.0063
H -0.130246 7.944217 0.946537 -0.0123 -0.0089 -0.0045
H 2.930557 -10.452796 -1.009901 0.0030 0.0006 -0.0030
H 0.900671 1.276669 8.054776 -0.0124 0.0031 0.0056
H 0.211504 6.690398 -4.323467 -0.0053 0.0028 -0.0005
H 3.459000 3.191408 6.387498 -0.0168 -0.0210 0.0350
H -2.325638 -5.207206 2.892290 0.0024 -0.0091 0.0004
H 3.767996 2.507124 -2.674640 0.0058 0.0002 -0.0013
H 0.904614 8.418572 -0.396936 0.0087 0.0064 0.0078
H -4.555703 5.817661 -0.611737 0.0013 0.0019 0.0014
H -4.156718 6.023325 -2.315240 0.0042 0.0008 0.0003
H 1.558617 2.619777 7.132183 0.0247 0.0219 -0.0046
H 1.323587 -5.297375 0.411645 0.0225 -0.0093 -0.0329
H 4.189348 4.274096 2.923679 0.0011 0.0199 -0.0007
H 1.324484 -1.052379 6.542588 -0.0489 0.0361 -0.0038
H -0.235366 -3.994422 5.046781 0.0089 -0.0082 -0.0128
H -5.681147 6.666060 -1.683578 -0.0067 -0.0013 -0.0042
H 3.280491 -0.467614 1.817775 0.0123 -0.0319 -0.0081
H -6.940915 5.455091 -3.457198 -0.0038 0.0000 -0.0009
H 5.198345 0.596353 4.823348 -0.0006 -0.0127 0.0038
H -2.142180 5.800621 -3.767688 -0.0019 0.0036 0.0096
H -5.861777 -0.561796 -2.366340 0.0007 -0.0069 -0.0008
H 2.491537 1.127962 7.303755 -0.0094 -0.0091 0.0053
H -4.228404 -0.944320 -2.942213 -0.0034 -0.0071 0.0048
H 0.370706 -7.922616 3.528636 -0.0052 -0.0018 0.0047
H -1.955708 -4.418503 5.338449 -0.0158 0.0100 0.0098
H 1.242691 4.116635 3.526499 -0.0142 0.0107 -0.0314
H 3.232836 1.140819 -3.621047 0.0186 -0.0450 0.0018
H 5.199401 -1.152257 4.993264 0.0022 -0.0108 -0.0018
H -1.341862 -2.809915 5.797118 -0.0006 0.0178 -0.0085
H 1.786634 6.734791 2.133645 0.0036 0.0047 0.0115